Record 1
Molecular formula: C46H65BCl3CrN13S3Se
Method: DFT, ωB97M-V/def2-TZVPD

```
! RIJCOSX wB97M-V def2-TZVPD def2/J DEFGRID3
* xyz 3 2
C -0.7273 0.4766 2.0596
C -3.9649 -0.5657 -0.4466
C 3.3803 -0.4172 -1.9122
H -2.6201 -2.1322 3.0514
H -5.8562 0.2164 0.1271
C 3.5667 0.2450 -3.2454
C -1.9701 -1.3358 -3.4059
H 0.0025 -5.5240 2.5610
C 2.4548 2.8810 1.8245
C -2.2894 -4.2924 1.6714
H -4.1657 -3.2897 -1.6738
C -0.8509 -3.7723 1.6112
H 2.6262 0.2873 -3.7956
C -2.8708 -1.7200 -2.4322
H -2.9548 -3.7109 1.0238
H -0.6050 1.5769 -5.9437
C 6.0571 -3.2991 0.0745
H 3.0595 -4.5808 -1.1412
H -3.9004 9.0219 1.8455
C 0.3796 4.5796 -2.9688
N 2.1452 1.6056 1.7479
H -0.5311 1.7107 -3.4600
H -4.1345 -1.5947 -0.1296
C -1.8135 -0.2140 2.6766
N -1.2087 4.4899 0.1801
H -0.8520 -1.9084 -5.1749
H -7.5808 -1.5542 -0.5448
H 4.4516 4.7183 3.9680
N -3.0313 -0.6211 -1.5851
N -3.8747 8.0950 1.4578
H 0.1754 0.2464 -4.1301
H -6.8560 0.0590 -2.2521
H -5.0584 1.1305 -1.1475
H -4.0919 0.5090 -5.4184
H 2.9555 -4.0130 1.4423
H -3.4788 -4.8458 -3.4614
C 3.6288 -0.2420 4.6224
C 3.7521 4.6270 3.1409
N 3.1131 -1.5852 0.6152
N -1.6290 -0.0086 -3.1352
H -7.3286 -2.4169 -2.0587
H -0.7330 7.4495 1.6344
N 0.2356 -1.6230 1.4281
C -3.4417 -2.9890 -2.4200
B 1.6948 0.2062 1.3688
H 2.0706 0.3696 6.0263
C -3.0512 -3.8523 -3.4236
N 2.4531 -0.4607 0.2533
H -2.3567 2.8990 -4.5716
H 5.6639 0.5052 4.9715
Cr -0.0861 2.9645 -0.3405
C -0.8100 -2.2642 1.8614
C -1.8209 -1.5704 2.5826
C -0.0016 -4.4411 2.7028
H 3.9037 1.2760 -3.1147
H 5.5221 -0.5993 3.5917
C -1.9308 5.3487 0.4931
N -2.8261 6.2060 0.7789
H 6.3537 -2.6345 0.8893
H 3.2736 -2.3430 4.8718
C 4.5342 -3.4795 0.0382
H 0.7656 -3.7086 0.1445
H -3.9418 1.1694 -3.7834
S 1.8418 4.0410 0.7505
H -2.4878 1.2526 4.0915
H 1.0291 -4.0816 2.6630
N 0.2802 -0.2820 1.5954
C -2.9033 0.5547 3.3634
C -0.2585 -4.0767 0.2281
C -2.2538 0.3829 -2.0173
H 4.4503 -3.4648 2.2181
H 3.2323 -1.8343 3.1783
H -3.5902 -0.1217 3.8689
H -0.2569 -5.1568 0.0643
H -5.4761 -0.9212 -2.6877
C -6.1121 -0.6281 -1.8459
Se -2.2721 2.0835 -1.2006
S 1.3605 1.3485 -1.4220
C 2.9605 -1.5470 4.1955
C 0.5592 5.3638 -4.2171
N 2.5454 0.6433 2.6049
H 5.4465 -1.2245 5.2438
Cl 1.4722 6.7993 -3.8028
C 5.1598 -0.3904 4.6017
H 6.4495 -2.8933 -0.8615
C -2.7460 7.4089 1.3193
H 4.2121 5.0148 2.2304
H 2.8794 5.2546 3.3379
C -1.3981 1.1242 -5.3419
C 4.0846 -1.5142 -1.5388
H -4.7343 7.6826 1.1376
C 4.1454 -4.4666 -1.0773
C -5.2815 0.1207 -0.7989
H 3.6665 1.0397 6.4069
C -0.7550 0.7960 -3.9963
H -2.7295 2.5285 -6.2480
H -1.5582 8.8752 2.1324
C -2.5944 2.0816 -5.2619
H -1.8364 -4.1782 -5.1695
H 6.5332 -4.2670 0.2391
H -3.4604 -0.0361 0.3564
H 4.5740 -5.4449 -0.8552
H 4.8275 -1.9234 -2.2129
H -0.4031 -4.2350 3.6989
H -6.1363 -2.5388 -0.7702
H 1.8682 -1.4725 4.2525
C -3.9154 1.4229 -4.8455
C 2.4492 0.0973 -0.9578
C -2.1184 -3.4681 -4.4033
H 4.5195 -4.1600 -2.0567
C -1.5636 -2.2044 -4.4146
C 3.2642 0.8705 3.6686
C -6.8257 -1.8525 -1.2735
S -0.7128 2.1811 1.9254
C 3.8802 -2.1429 -0.2770
N -1.5957 7.9527 1.7335
N 0.2515 3.9651 -2.0184
C 3.6662 2.2283 3.8246
H -4.7555 2.0927 -5.0317
H 4.3022 -0.2939 -3.8396
H 4.3775 -5.0672 1.4789
Cl 1.4294 4.3573 -5.3584
C 3.1433 0.1611 6.0242
H -2.6953 -4.2862 2.6859
H 4.2684 2.4847 4.6872
C 4.0456 -4.0327 1.3769
H -0.8569 -3.6151 -0.5651
H 3.3285 -0.6625 6.7150
H -2.3119 -5.3264 1.3243
C 3.3169 3.2104 2.9472
H -3.4594 1.1554 2.6392
Cl -1.0393 5.7664 -4.8079
H -1.7018 0.2084 -5.8554
*
```

Calculated values
- Frontier orbital gap (spin up / spin down): 6.06 / 6.64 eV

=====

Record 2
Molecular formula: C46H66N2O4P2PtSb
Method: DFT, ωB97M-V/def2-TZVPD

```
! RIJCOSX wB97M-V def2-TZVPD def2/J DEFGRID3
* xyz -1 1
H 5.7650 -0.8569 1.6609
C -2.6702 -4.3594 0.2026
N 1.2512 -0.7770 0.7267
H 4.3139 -2.4315 -1.0976
H 1.2591 0.5506 -2.0891
H -2.6243 -0.2527 -6.3918
C -0.5002 3.0426 4.2869
C -0.6049 -0.0956 -5.6680
H 3.6599 -0.4061 -1.5299
H -3.1035 2.8764 1.4983
C 1.7475 -3.7270 0.7673
C -2.1758 -5.1813 -0.7977
H -4.7432 -1.9550 -1.3231
H 5.6313 -1.3682 -0.0204
H -1.4646 -2.8182 -3.0905
H -2.1141 -6.2508 -0.6399
P 2.6537 -1.1155 1.2161
H 3.9514 -3.8668 2.4047
H 4.8539 -0.3985 3.4997
Sb -1.2811 1.0369 2.0572
H 3.0015 1.7594 1.4359
H 0.9064 -3.1395 0.3959
C 2.8265 -1.1257 3.1239
H 4.4238 1.2517 2.3947
C 3.0496 -2.9157 0.6470
C 2.2860 4.6811 -2.3394
H -3.5869 -0.5678 -4.1283
H -0.2092 2.7136 -4.5437
H -1.5490 3.3144 4.4283
H 2.3997 -3.2443 3.5190
H -0.3982 3.5240 2.1602
C 1.9476 -2.2641 3.6617
H -4.3758 0.7608 0.8738
H -5.3371 1.8429 1.8683
H 6.1654 0.2608 0.3601
C 4.1779 -3.6698 1.3577
H -2.5083 2.2532 -2.6812
C -2.5175 -0.4434 -4.2578
C 0.2281 -0.1010 -4.5607
O 0.9530 2.4084 0.1348
C -6.5363 0.8882 -1.5829
H -2.5258 -0.7127 5.5882
C -3.0692 2.3981 -1.7553
H 1.9188 0.0541 4.6887
C -1.7500 -4.6197 -1.9886
C 4.0479 0.0243 0.6055
H -3.4827 3.4065 -1.7625
C -2.6060 -0.0667 4.7093
C -0.1831 2.6973 2.8381
H -0.1860 0.0616 -6.6545
H -2.9947 -4.7934 1.1419
O 2.0532 5.2452 -6.3939
C -3.1953 2.0340 2.1897
O 2.1810 4.2688 0.4335
H 0.8693 2.4826 2.6841
N 1.2747 4.4395 -5.9140
H -5.6968 2.8472 -1.7908
C -1.9794 -0.2691 -5.5223
C -1.6749 -0.4296 -3.1505
C 3.7056 0.4263 -0.8343
H 1.8028 -2.1253 4.7385
C -1.8187 -3.2454 -2.1619
H -7.5590 1.2430 -1.6161
H -0.0707 2.2881 -2.0695
C -0.3013 -0.2662 -3.2799
C -4.1593 1.3759 -1.6308
H -2.8367 -1.1814 1.2165
C 0.5515 3.0322 -2.5470
H -0.2807 2.2109 4.9609
C 1.5321 3.4568 -0.2452
H -4.6020 0.4121 2.5788
C 0.4780 3.2583 -3.9113
H 4.1324 -1.3079 4.8197
C 5.4743 -0.5344 0.6606
H -1.3504 -5.2415 -2.7797
H 1.1068 -1.1935 -1.9582
H 5.1338 -3.1487 1.3071
C -6.2673 -0.4638 -1.4550
H -4.3829 -1.9999 1.0534
H 1.3121 0.3945 3.0531
H -0.4781 -0.0274 4.3642
H 4.6266 2.0779 0.8568
C 2.2005 0.1728 3.6366
H 4.7510 -2.1586 3.4065
H 2.5750 -2.4102 -1.4154
H 2.8697 1.0284 3.5670
C 2.2397 4.9161 -3.7028
H 4.3096 -4.6434 0.8713
C -4.4408 1.2162 1.8606
C -2.3108 -2.4074 -1.1615
C -5.4870 1.7897 -1.6785
H 0.9705 -2.2576 3.1774
H 4.4691 1.1268 -1.1903
C -4.9492 -0.8951 -1.4083
Pt -0.4258 0.0581 -0.2263
C 4.0113 1.3460 1.3894
H -1.3018 -1.2577 3.4431
H -2.7042 0.9598 5.0679
C 3.3671 -2.9066 -0.8561
H -3.5347 -0.3261 4.2017
H 2.9671 5.2214 -1.6956
H 1.2953 0.0494 -4.6796
H -2.3457 2.3094 -0.9417
C 1.4493 3.7358 -1.7531
H 3.4234 -3.9436 -1.2043
H 2.7443 0.9349 -0.8349
C -1.3910 -0.2328 3.8050
H 2.8866 5.6367 -4.1807
C 4.2266 -1.2598 3.7282
H 1.8415 -4.6381 0.1658
C 1.3307 4.1986 -4.4663
C -3.3083 -2.1602 1.1742
H 0.1023 3.8926 4.6169
O 0.4732 3.8015 -6.5727
P -2.1478 -0.5848 -1.4060
H 1.5302 -4.0325 1.7892
C -3.8874 0.0038 -1.4742
C 0.5369 -0.2647 -2.0330
H -3.2713 2.4607 3.1920
H -7.0743 -1.1834 -1.3947
H -3.1457 -2.6594 2.1301
C -2.7467 -2.9788 0.0461
*
```

Calculated values
- ΔE to the lowest compared entry with this formula, charge and spin: 0.393 eV
- Frontier orbital gap: 6.38 eV

=====

Record 3
Molecular formula: C46H66N2O4P2PtSb
Method: DFT, ωB97M-V/def2-TZVPD

```
! RIJCOSX wB97M-V def2-TZVPD def2/J DEFGRID3
* xyz -1 1
O -3.0126 -2.7751 -0.2474
C -4.8590 1.6630 -0.4472
C 0.6610 -4.3626 3.7903
H -1.0966 0.3507 7.2745
C -0.8213 -1.9749 -3.6731
C -0.6512 2.7608 -3.4693
C -1.6197 -3.6826 3.5101
H -5.2106 1.7071 0.5876
H -4.0742 5.0156 3.1026
H -1.4120 0.9191 -5.4782
C 0.7316 2.1204 -3.6425
C -0.6863 -4.6743 3.7780
H -0.0902 -2.4235 -4.3434
H 1.4039 -5.1260 3.9846
H 1.0570 3.7705 3.0573
H -2.0337 -0.7162 -5.6542
C 1.1949 2.3439 -5.0836
H -2.1852 3.3869 3.0630
C -0.3623 0.0738 5.2836
H -0.6077 2.7913 7.2821
H -2.6743 -3.9306 3.4872
C 0.1331 -2.0658 3.2381
H 0.4308 3.8222 5.2958
C -0.3824 2.1864 6.4125
H 1.8420 -1.7685 -1.8731
H -3.0576 5.3600 1.7066
H -2.5218 -5.0365 -0.6215
H -1.8970 4.6264 -1.8655
C -0.6745 -6.1408 -0.5617
H -1.7943 -2.4153 -3.9092
H 2.3567 -4.7590 0.0981
H 4.2739 -0.4147 -3.5054
Sb -2.0868 2.3682 0.5795
H -4.4714 0.6553 -0.6121
C -1.5978 5.1069 -0.9340
H -1.9442 -0.1884 -1.9410
H 6.3205 -0.0350 2.8137
H 1.7303 -2.7443 -3.3382
H -1.0378 2.5590 -2.4698
H -0.3288 -0.3922 -5.9499
C 2.1776 -0.9335 -5.1723
H -4.1735 3.7276 -0.5704
H 3.1366 -1.4122 -5.4010
C -2.3192 -1.3517 2.9637
C 3.3917 0.2097 -3.3341
H -2.2097 -0.4537 3.5701
O -1.3157 -1.4039 0.1556
C 2.2757 0.8057 0.6121
C 0.6913 -6.0208 -0.3544
H -2.4421 0.9970 -3.1666
C -1.8114 -2.5475 -0.0785
H 1.5359 3.9643 -2.8663
C -0.9290 4.1227 0.0209
H 2.7021 -0.9714 4.8990
C -2.9967 3.2801 2.3405
C 3.2161 -0.6188 4.0111
H 3.3894 0.5096 -2.2860
C -0.8816 -3.7640 -0.1713
H -0.9240 5.9288 -1.1954
H 3.4960 1.0978 -3.9553
C -2.1469 -0.0383 -3.0036
H 1.3730 2.6736 -1.6508
H -2.9916 -0.6732 -3.2886
C 1.2088 2.6918 3.0209
H -1.3775 2.4133 -4.2036
H -0.6615 4.6235 0.9546
H -4.5841 4.5090 1.4966
H 2.1197 -2.8364 3.4784
C -1.1728 -0.1318 -5.3111
H 1.1083 3.4104 -5.3207
P 0.6113 0.3251 -3.0138
C 0.5010 2.0168 4.1590
C 2.1393 -0.6101 -3.6758
H 0.5922 1.7985 -5.8097
H -3.4322 2.6487 -1.7454
H -1.0157 -5.6889 3.9654
H -1.1011 -7.1061 -0.7892
H -3.2996 -1.7802 3.1711
H 2.8218 0.7158 -0.3280
C 1.6531 2.8907 -2.6825
H 0.8588 2.3177 2.0595
H -3.6708 2.5293 2.7617
H 5.0067 0.6952 0.8577
N 1.5292 -7.2251 -0.4377
C 3.1064 0.2545 1.7452
C -1.2444 -2.3694 3.2459
H 2.2839 2.4973 3.0648
C 1.0618 -3.0630 3.5129
C 2.2508 -1.9118 -2.8698
C -3.7160 4.6097 2.1510
C -3.7878 2.7172 -0.7157
P 0.6782 -0.4104 2.6961
C 0.1957 2.7636 5.2947
N 0.4380 0.3373 -1.5041
O 2.7305 -7.1013 -0.2832
H 3.3022 -2.1966 -2.7673
H -2.2901 -1.0574 1.9119
O 0.9860 -8.2860 -0.6902
H -5.7315 1.7945 -1.0930
C 1.2897 -4.8103 -0.0613
H -0.5564 3.8452 -3.5878
C 0.4880 -3.6829 0.0348
C -0.6540 0.8280 6.4092
C -0.9214 -0.4503 -3.8346
H 2.7050 2.6493 -2.8074
H -0.0012 3.7375 -0.4082
H 2.2386 2.0668 -5.2310
H -0.5810 -2.2442 -2.6445
H -0.5786 -0.9857 5.2981
C -1.4518 -5.0016 -0.4686
C 2.4817 -0.2734 2.8790
C 0.1889 0.6503 4.1382
Pt 0.4766 -0.1048 0.4434
H 2.0951 -0.0494 -5.8037
H -2.4976 5.5443 -0.4972
H 5.1740 -0.8232 4.8639
H 1.3952 -1.6336 -5.4606
C 5.2384 -0.0833 2.8430
H 2.1554 1.8844 0.7795
C 4.5976 -0.5331 3.9945
C 4.5027 0.3167 1.7400
H 0.9283 -2.7214 0.2713
*
```

Calculated values
- ΔE to the lowest compared entry with this formula, charge and spin: 0.149 eV
- Frontier orbital gap: 6.40 eV

=====

Electronic energy per entry: -232627.2236 -88305.7875 -88306.0317 eV
Max |F| per entry: 1.94 1.03 0.67 eV Å⁻¹
Molar mass per entry: 1144.4 1089.8 1089.8 g/mol